# 1
Entry from the OMol25 dataset: a 10-piece molecular cluster, C33H49F6N3O11P overall at a distorted geometry (wB97M-V/def2-TZVPD).

XYZ file:
```
103
Properties=species:S:1:pos:R:3:mulliken_charge:R:1
P 0.33 -0.60 -0.55 1.5290
F -0.72 0.61 -0.47 -0.4980
F 1.49 0.28 -1.25 -0.3309
F 0.91 -0.14 0.89 -0.4199
F 1.35 -1.86 -0.57 -0.5582
F -0.77 -1.59 0.15 -0.6955
F -0.28 -1.01 -1.98 -0.3293
O -0.18 5.33 -2.21 -0.6005
C 0.36 4.31 -2.50 0.3479
O 1.72 4.20 -2.50 -0.4112
C 2.14 2.93 -3.05 0.1827
C 0.88 2.30 -3.64 -0.5387
C -0.23 2.97 -2.85 1.0379
H 2.54 2.34 -2.23 -0.2618
H 2.89 3.14 -3.81 0.3187
H 0.93 1.22 -3.58 0.1216
H 0.76 2.56 -4.69 0.3672
H -0.42 2.39 -1.95 -1.0423
H -1.16 3.03 -3.39 0.5264
O -3.69 5.98 1.66 -0.6398
C -3.11 4.99 1.31 0.3608
O -3.50 4.30 0.22 -0.4314
C -2.61 3.21 -0.05 0.2729
C -1.33 3.55 0.73 0.3674
C -1.86 4.39 1.90 -0.0773
H -2.43 3.13 -1.11 0.1812
H -2.97 2.25 0.31 -0.0793
H -0.59 4.12 0.17 0.0808
H -0.87 2.64 1.10 -0.2901
H -1.15 5.14 2.23 0.4143
H -2.18 3.78 2.74 -0.1661
O -3.68 1.75 3.14 -0.5799
C -2.80 1.21 3.75 0.5110
O -1.83 1.95 4.33 -0.3744
C -0.75 1.15 4.81 -0.4768
C -0.95 -0.21 4.13 0.3182
C -2.45 -0.27 3.87 -0.1923
H -0.75 1.07 5.90 0.1851
H 0.18 1.65 4.54 0.3041
H -0.61 -1.06 4.74 0.5661
H -0.41 -0.30 3.19 -0.6086
H -3.02 -0.61 4.74 0.3586
H -2.78 -0.71 2.93 -0.0953
O 3.24 3.64 3.86 -0.6157
C 3.67 3.24 2.82 0.3739
O 4.99 3.35 2.53 -0.4035
C 5.27 2.93 1.19 -0.5559
C 4.00 2.29 0.67 0.1344
C 2.91 2.86 1.57 0.5904
H 6.11 2.24 1.23 0.3270
H 5.54 3.80 0.58 0.2846
H 3.94 1.20 0.73 0.2144
H 3.83 2.48 -0.39 -0.2204
H 2.08 2.18 1.75 -0.2920
H 2.44 3.81 1.28 0.1815
O -3.81 0.68 -3.13 -0.6044
C -3.30 -0.28 -3.58 0.4838
O -2.37 -0.21 -4.58 -0.3805
C -1.93 -1.52 -4.99 -0.2514
C -2.96 -2.50 -4.44 -0.7565
C -3.45 -1.72 -3.17 0.2818
H -0.94 -1.73 -4.62 0.1104
H -1.92 -1.52 -6.08 0.3861
H -2.57 -3.44 -4.06 0.3455
H -3.82 -2.68 -5.08 0.3061
H -2.82 -1.98 -2.32 -0.4176
H -4.48 -1.90 -2.90 0.5370
C -0.34 -4.97 -0.51 -0.2741
O 0.28 -6.19 -0.07 -0.5477
H -1.34 -5.18 -0.91 0.3227
H -0.51 -4.30 0.33 0.0903
H 0.26 -4.50 -1.28 0.0905
H -0.40 -6.86 -0.06 0.3022
N -3.51 -2.28 0.35 0.7934
C -4.09 -3.46 0.70 -0.5432
C -5.43 -3.20 0.92 -0.6756
C -5.64 -1.83 0.63 -0.7164
C -4.44 -1.30 0.21 -0.6125
H -2.52 -2.18 0.15 0.1744
H -3.46 -4.33 0.82 0.4240
H -6.17 -3.93 1.19 0.4254
H -6.59 -1.34 0.66 0.4672
H -4.15 -0.31 -0.10 0.5435
N 3.22 -2.37 -2.59 0.1003
C 3.96 -1.95 -3.67 -0.5143
C 4.51 -3.07 -4.25 -0.5603
C 4.06 -4.19 -3.51 -0.6949
C 3.24 -3.72 -2.51 -0.3507
H 2.64 -1.75 -2.04 0.3265
H 4.03 -0.89 -3.84 0.4087
H 5.20 -3.06 -5.07 0.3907
H 4.29 -5.22 -3.70 0.4022
H 2.64 -4.26 -1.80 0.4502
N 2.24 -1.11 3.22 0.5305
C 2.89 -2.31 3.27 -0.4513
C 3.71 -2.30 4.38 -0.6294
C 3.56 -1.03 4.99 -0.7761
C 2.66 -0.31 4.26 -0.4595
H 1.64 -0.85 2.46 0.2162
H 2.76 -3.07 2.52 0.5074
H 4.30 -3.12 4.74 0.3905
H 4.14 -0.70 5.85 0.4234
H 2.28 0.70 4.32 0.3124
```

Total charge = -1
HOMO energy = -0.235 hartree
LUMO energy = 2.140 eV

=====

# 2
Entry from the OMol25 dataset: C33H50As3N5OZr as an isolated structure (wB97M-V/def2-TZVPD).

XYZ file:
```
93
Properties=species:S:1:pos:R:3:mulliken_charge:R:1
Zr 0.19 -0.06 0.22 0.4185
C -2.36 -2.35 -0.86 -0.8499
N -1.46 -1.44 -1.59 -0.1635
C -2.24 -0.46 -2.33 -1.4228
C -2.79 0.48 -1.31 -0.2253
N -2.11 0.81 -0.24 1.2235
C -2.92 1.74 0.44 -0.3253
C -2.70 2.49 1.60 -0.0352
C -3.68 3.37 1.99 -0.9626
C -4.87 3.53 1.26 -0.6456
C -5.10 2.81 0.10 -1.2342
C -4.09 1.93 -0.28 1.2937
N -3.98 1.09 -1.39 0.1280
C -1.73 -2.79 0.41 -0.2694
N -0.85 -2.07 1.06 1.1488
C -0.51 -2.83 2.20 -0.5320
C 0.41 -2.59 3.22 -0.0560
C 0.53 -3.55 4.21 -1.2851
C -0.23 -4.73 4.19 -0.6205
C -1.13 -4.98 3.17 -1.1428
C -1.24 -4.01 2.19 0.7119
N -2.01 -3.95 1.03 -0.1006
H -2.64 -3.22 -1.47 0.5590
H -3.28 -1.82 -0.62 0.3242
H -0.88 -1.97 -2.23 0.5084
H -3.04 -0.89 -2.94 0.4961
H -1.58 0.08 -3.01 0.2244
H -1.78 2.38 2.16 -0.3965
H -3.54 3.96 2.88 0.5147
H -5.62 4.23 1.60 0.4432
H -6.01 2.94 -0.47 0.4723
H -4.65 0.99 -2.14 0.2390
H 1.01 -1.69 3.25 0.5988
H 1.24 -3.39 5.01 0.4773
H -0.11 -5.46 4.98 0.4280
H -1.72 -5.89 3.15 0.4664
H -2.67 -4.65 0.71 0.2741
C 1.35 -2.10 -0.86 -0.8327
C 1.66 -1.00 -1.66 -0.9078
C 2.49 -0.14 -0.92 -0.3824
C 2.72 -0.74 0.34 -0.8997
C 2.02 -1.95 0.38 -0.7015
H 0.80 -2.98 -1.15 0.8152
H 1.37 -0.86 -2.69 0.5448
H 2.96 0.76 -1.28 0.8233
H 3.38 -0.37 1.11 0.6368
H 2.06 -2.68 1.17 0.8146
C 3.66 2.66 0.78 -1.4781
As 1.83 2.20 1.20 1.5474
C 2.02 1.98 3.11 -1.4906
C 0.89 3.90 1.16 -1.7846
C 0.83 4.65 -0.20 3.3754
C -0.59 5.22 -0.33 -1.7824
C 1.18 3.78 -1.41 -2.3884
As 0.21 2.14 -1.83 2.1287
C -1.40 2.88 -2.63 -1.6390
C 1.17 1.76 -3.47 -1.6430
C 1.86 5.80 -0.12 -2.0070
As 2.47 7.00 -1.58 0.2839
C 3.50 5.75 -2.69 -0.9530
C 0.92 7.20 -2.76 -1.0299
H 3.91 3.57 1.31 0.5204
H 3.84 2.80 -0.28 0.2660
H 4.32 1.86 1.13 0.5191
H 2.69 2.75 3.48 0.5350
H 2.43 1.00 3.35 0.3700
H 1.05 2.08 3.59 0.3047
H 1.35 4.53 1.92 0.5565
H -0.11 3.66 1.52 0.0699
H -1.34 4.42 -0.28 0.1862
H -0.73 5.76 -1.26 0.1563
H -0.80 5.90 0.49 0.4900
H 2.23 3.48 -1.37 0.0180
H 1.07 4.36 -2.31 0.4286
H -1.09 3.81 -3.11 0.6152
H -2.16 3.11 -1.88 0.2416
H -1.79 2.21 -3.38 0.5887
H 1.15 2.67 -4.08 0.4974
H 0.69 0.96 -4.03 0.4708
H 2.20 1.48 -3.26 0.4067
H 2.82 5.40 0.24 0.3431
H 1.53 6.49 0.66 0.5674
H 4.14 5.13 -2.07 0.2372
H 4.15 6.35 -3.33 0.4774
H 2.88 5.12 -3.33 0.1782
H 0.11 7.72 -2.25 0.3231
H 0.55 6.25 -3.17 0.2276
H 1.25 7.82 -3.59 0.4174
C -0.93 0.21 3.24 -1.5717
O -0.29 0.48 2.00 0.5419
H -1.39 1.13 3.62 0.5540
H -0.20 -0.13 3.97 0.4221
H -1.71 -0.54 3.12 0.3083
```

Total charge = +2
HOMO energy = -0.458 hartree
LUMO energy = -4.951 eV

=====

# 3
Entry from the OMol25 dataset: C33H50CsGeN2PSbSe4 as an isolated structure at a distorted geometry (wB97M-V/def2-TZVPD).

XYZ file:
```
93
Properties=species:S:1:pos:R:3:mulliken_charge:R:1
Cs 13.59 13.63 7.66 0.9160
C 7.88 17.79 8.79 -1.3210
C 9.34 17.55 8.96 0.6674
C 9.92 16.80 7.86 0.1424
N 10.47 16.15 7.06 -0.4216
H 7.42 18.34 9.61 0.3894
H 7.37 16.83 8.61 0.2006
H 7.64 18.41 7.95 0.3385
H 9.59 17.16 9.93 0.3014
H 9.79 18.57 9.05 -0.1938
C 18.83 8.83 9.12 -1.4695
C 17.50 9.61 9.07 0.2507
C 16.81 9.62 10.40 -0.3157
C 15.61 10.61 10.31 -0.2842
Ge 14.00 10.28 9.00 -0.4547
C 12.68 10.31 10.62 0.1753
C 12.86 9.00 11.44 -0.6670
C 11.80 7.88 11.20 -0.0129
C 11.88 7.29 9.77 -0.9569
H 19.40 8.93 8.22 0.4030
H 18.47 7.78 9.12 0.3737
H 19.50 9.13 9.91 0.3444
H 16.78 9.21 8.30 0.2223
H 17.59 10.61 8.78 -0.2324
H 17.60 10.00 11.08 0.3581
H 16.47 8.58 10.71 0.1697
H 15.98 11.53 9.90 -0.2873
H 15.21 10.87 11.32 0.3230
H 14.35 8.67 8.93 -0.1987
H 11.64 10.47 10.32 -0.4951
H 12.88 11.20 11.28 0.3618
H 12.84 9.20 12.55 0.2506
H 13.84 8.58 11.25 0.1395
H 10.76 8.30 11.37 -0.1804
H 12.01 7.13 11.98 0.4611
H 11.76 8.15 9.08 0.0412
H 11.04 6.53 9.69 0.3328
H 12.86 6.99 9.59 0.3921
C 7.23 13.39 8.29 -1.4455
P 8.98 13.10 8.84 0.3846
C 8.74 11.62 9.96 0.0285
C 8.13 10.42 9.56 -0.0396
C 7.89 9.39 10.48 -0.5898
C 8.33 9.56 11.79 -0.5272
C 9.04 10.70 12.17 -0.4557
C 9.28 11.71 11.23 -0.1900
C 9.74 12.42 7.27 0.3565
C 10.80 11.56 7.30 -0.6244
C 11.28 10.99 6.10 -0.2618
C 10.79 11.35 4.88 -0.5047
C 9.79 12.36 4.81 -0.6695
C 9.29 12.86 6.04 -0.2417
H 7.24 14.02 7.43 0.4471
H 6.56 13.87 8.98 0.4359
H 6.71 12.48 7.98 0.3871
H 7.83 10.26 8.53 0.3458
H 7.35 8.43 10.20 0.3108
H 8.06 8.81 12.54 0.3473
H 9.40 10.78 13.18 0.4175
H 9.80 12.65 11.49 0.3529
H 11.24 11.23 8.22 0.5165
H 12.07 10.23 6.25 0.3092
H 11.15 10.86 3.99 0.4073
H 9.35 12.73 3.87 0.3803
H 8.46 13.58 6.02 0.0742
C 17.29 17.77 8.94 -0.9729
N 16.40 17.52 10.06 0.9422
C 17.14 17.61 11.33 -0.8986
C 15.75 16.13 9.93 -0.1886
C 16.59 14.99 9.51 0.0389
C 17.33 14.25 10.41 0.0229
C 18.31 13.33 9.96 -0.8975
C 18.40 13.12 8.59 -0.2039
C 17.57 13.81 7.71 -0.4357
C 16.66 14.78 8.13 -0.6422
H 17.68 18.76 8.94 0.3209
H 16.76 17.77 8.01 0.2890
H 18.02 17.00 8.93 0.4593
H 15.62 18.23 10.04 -0.3343
H 17.87 16.78 11.32 0.4257
H 16.39 17.54 12.17 0.2687
H 17.61 18.60 11.43 0.3430
H 14.95 16.19 9.22 -0.5853
H 15.24 15.98 10.94 0.5650
H 17.13 14.43 11.46 0.4928
H 18.87 12.77 10.73 0.3129
H 19.01 12.30 8.16 0.3943
H 17.48 13.54 6.66 0.3812
Se 10.77 21.13 10.36 -0.5414
Sb 12.82 19.73 10.11 0.6218
Se 12.63 17.20 10.53 -0.3060
Se 15.12 20.60 10.93 -0.5480
Se 13.10 17.83 8.30 -0.3401
```

Total charge = -1
HOMO energy = -0.135 hartree
LUMO energy = 0.208 eV

=====

# 4
Entry from the OMol25 dataset: C33H51BFeN11O6S as an isolated structure (wB97M-V/def2-TZVPD).

XYZ file:
```
104
Properties=species:S:1:pos:R:3:mulliken_charge:R:1
Fe -0.87 -1.34 0.07 3.7195
C 3.65 -2.77 -0.18 -1.8585
C 2.43 -2.63 -1.10 2.1367
C 2.67 -3.43 -2.38 -1.8778
C 2.15 -1.18 -1.40 -0.6595
C 2.96 -0.31 -2.14 -0.9125
C 2.26 0.88 -2.17 -0.9429
N 1.12 0.71 -1.48 -0.5283
N 1.05 -0.55 -1.00 1.5630
B 0.10 1.82 -1.16 -0.5138
N -1.35 1.38 -1.39 0.0997
C -2.29 2.19 -1.89 -0.5247
C -3.52 1.59 -1.77 -1.6445
C -3.25 0.36 -1.15 -0.0459
N -1.94 0.24 -0.92 1.2090
C -4.29 -0.64 -0.72 0.0850
C -3.94 -2.08 -1.09 -1.4569
C -4.59 -0.52 0.77 -1.0350
N 0.24 2.39 0.29 0.8478
C 0.90 3.52 0.61 -0.6267
C 0.42 3.98 1.82 -1.8326
C -0.59 3.05 2.17 0.0193
N -0.67 2.10 1.25 -0.0827
C -1.59 3.17 3.29 0.5679
C -2.89 2.44 2.94 -1.3974
C -1.06 2.68 4.64 -0.9901
H 3.77 -3.80 0.14 0.3902
H 4.55 -2.47 -0.71 0.4502
H 3.56 -2.14 0.71 0.2897
H 1.54 -3.04 -0.60 -0.5699
H 3.64 -3.17 -2.82 0.3950
H 2.67 -4.50 -2.17 0.4220
H 1.90 -3.23 -3.13 0.3544
H 3.91 -0.53 -2.60 0.5382
H 2.49 1.82 -2.64 0.5644
H 0.35 2.73 -1.91 -0.2197
H -2.01 3.15 -2.29 0.5900
H -4.47 1.97 -2.08 0.5258
H -5.20 -0.36 -1.27 0.4610
H -3.12 -2.45 -0.47 0.1821
H -4.79 -2.74 -0.89 0.5431
H -3.66 -2.19 -2.13 0.1523
H -3.72 -0.77 1.37 -0.1266
H -4.90 0.49 1.03 0.3340
H -5.40 -1.21 1.05 0.4917
H 1.63 3.95 -0.06 0.5895
H 0.66 4.91 2.32 0.6570
H -1.80 4.24 3.39 0.4091
H -2.70 1.37 2.84 0.0864
H -3.63 2.59 3.73 0.4668
H -3.30 2.80 2.00 0.3261
H -0.08 3.12 4.84 0.0272
H -1.73 2.98 5.44 0.4740
H -0.98 1.59 4.66 0.1468
C -0.49 2.78 -6.56 -1.5385
C -0.62 1.47 -5.84 1.0331
C -1.87 0.93 -5.57 -0.8865
C -2.00 -0.27 -4.89 -0.2777
C -0.86 -0.94 -4.50 -0.0509
C 0.40 -0.45 -4.79 -0.3029
C 0.51 0.76 -5.45 -0.8208
S -1.01 -2.59 -3.93 1.1362
O -2.32 -3.05 -4.28 -0.6825
O 0.15 -3.30 -4.41 -0.7468
N -0.91 -2.65 -2.24 0.1990
C -0.99 -4.05 -1.89 -1.0355
C -0.92 -4.34 -0.39 0.1826
O -0.97 -5.52 -0.08 -0.7662
O -0.77 -3.34 0.39 -0.6560
H -1.45 3.17 -6.87 0.3694
H 0.14 2.68 -7.44 0.3641
H -0.02 3.53 -5.91 0.3091
H -2.77 1.46 -5.89 0.3157
H -2.98 -0.71 -4.70 0.4399
H 1.28 -1.02 -4.52 0.5008
H 1.49 1.16 -5.68 0.4556
H -0.16 -4.60 -2.37 0.6413
H -1.90 -4.50 -2.29 0.6699
N 0.89 -1.60 1.65 -0.2190
C 0.40 -1.68 3.02 0.1712
C 1.23 -0.80 3.95 -0.5420
C 2.67 -1.29 4.06 0.2038
C 3.58 -0.30 4.75 -1.1164
N 3.74 0.90 3.91 -0.0850
C 3.38 2.14 4.18 0.8097
N 3.72 3.13 3.35 -0.4718
N 2.72 2.44 5.31 -0.4223
C -1.09 -1.29 3.08 -0.8081
O -1.60 -1.22 4.19 -0.8115
O -1.65 -1.09 1.96 -1.1494
H 1.45 -2.39 1.38 0.1172
H 1.39 -0.74 1.46 0.2322
H 0.44 -2.72 3.36 0.5238
H 0.75 -0.77 4.93 0.7314
H 1.20 0.22 3.53 -0.2488
H 3.08 -1.47 3.06 -0.2788
H 2.70 -2.24 4.60 0.3359
H 4.58 -0.71 4.93 0.4020
H 3.18 -0.01 5.72 0.3758
H 4.20 0.75 3.03 0.1784
H 4.02 2.88 2.42 0.2233
H 3.21 3.99 3.40 0.2420
H 2.25 1.71 5.81 0.2035
H 2.32 3.36 5.40 0.2814
```

2S+1 = 6
HOMO energy (alpha / beta) = -0.295 / -0.272 hartree
LUMO energy (alpha / beta) = -0.723 / -1.192 eV
Expectation value of S² = 8.763

=====

# 5
Entry from the OMol25 dataset: C33H51BN6S6W as an isolated structure (wB97M-V/def2-TZVPD).

XYZ file:
```
98
Properties=species:S:1:pos:R:3:mulliken_charge:R:1
W -0.56 -0.43 0.28 0.1916
C -0.31 1.78 -4.53 -1.7249
C 0.65 0.77 -3.98 0.0406
C 1.90 0.53 -4.52 -0.4124
C 2.78 -0.43 -3.97 -0.0260
N 2.41 -1.15 -2.92 -0.6542
N 1.20 -0.94 -2.43 0.8645
B 0.72 -1.94 -1.40 -0.4510
N -0.30 -2.94 -1.93 0.9272
N -0.10 -3.35 -3.17 -0.5238
C -0.85 -4.34 -3.62 -0.0908
C -1.83 -4.92 -2.78 -0.3286
C -2.05 -4.47 -1.50 0.1010
C -3.09 -5.05 -0.58 -1.8342
C -1.22 -3.41 -1.10 0.9257
S -1.31 -2.63 0.47 -0.5237
C -0.63 -4.85 -5.02 2.0052
C -1.93 -4.67 -5.82 -1.7317
C -0.26 -6.34 -4.94 -1.3817
C 0.51 -4.08 -5.70 -1.6894
N 1.84 -2.61 -0.63 0.7873
N 2.24 -3.76 -1.16 -0.3176
C 3.37 -4.28 -0.71 -0.0098
C 4.13 -3.61 0.28 -0.4106
C 3.70 -2.43 0.84 0.2324
C 4.45 -1.71 1.92 -1.8354
C 2.48 -1.95 0.34 0.7087
S 1.68 -0.54 0.99 -0.6558
C 3.83 -5.60 -1.29 2.0209
C 2.91 -6.05 -2.42 -1.9582
C 3.81 -6.64 -0.15 -1.7550
C 5.27 -5.44 -1.82 -1.4251
C 0.34 -0.02 -2.87 1.1633
S -1.19 0.04 -2.00 -0.5623
C 4.13 -0.69 -4.58 1.9709
C 4.90 -1.74 -3.78 -1.7569
C 4.92 0.63 -4.61 -1.6917
C 3.90 -1.19 -6.02 -1.4945
H 0.13 2.32 -5.36 0.4603
H -0.58 2.51 -3.76 0.3714
H -1.22 1.31 -4.87 0.3899
H 2.22 1.11 -5.38 0.5383
H -2.43 -5.74 -3.16 0.5355
H -3.61 -5.88 -1.06 0.4345
H -3.83 -4.30 -0.31 0.4066
H -2.63 -5.41 0.34 0.4157
H -2.76 -5.22 -5.38 0.3709
H -1.78 -5.07 -6.83 0.4774
H -2.21 -3.62 -5.91 0.3773
H -1.06 -6.95 -4.52 0.4029
H 0.64 -6.49 -4.34 0.1518
H -0.06 -6.71 -5.94 0.4937
H 0.27 -3.02 -5.80 0.2745
H 0.66 -4.48 -6.70 0.5975
H 1.44 -4.19 -5.14 0.1233
H 5.06 -4.05 0.61 0.5316
H 5.38 -2.22 2.15 0.4333
H 3.85 -1.65 2.83 0.4003
H 4.68 -0.69 1.61 0.4027
H 1.89 -6.20 -2.07 0.3165
H 3.28 -6.99 -2.83 0.5858
H 2.89 -5.32 -3.23 0.2766
H 2.79 -6.79 0.23 0.3755
H 4.45 -6.35 0.68 0.4006
H 4.17 -7.59 -0.53 0.4737
H 5.33 -4.65 -2.57 0.1325
H 5.57 -6.37 -2.28 0.4938
H 5.98 -5.23 -1.02 0.4310
H 5.07 -1.42 -2.76 0.3259
H 5.87 -1.90 -4.25 0.5594
H 4.37 -2.69 -3.77 0.2154
H 5.06 1.04 -3.60 0.3790
H 4.45 1.39 -5.23 0.3577
H 5.91 0.44 -5.03 0.4791
H 3.35 -2.13 -6.03 0.2034
H 4.87 -1.37 -6.49 0.4833
H 3.37 -0.46 -6.64 0.4071
C -0.56 1.44 3.32 -0.5979
C 0.36 2.19 2.37 -0.9386
S -0.13 2.11 0.61 0.1532
C -1.75 2.98 0.65 -0.6443
C -2.86 2.24 -0.06 -0.8773
S -3.02 0.48 0.39 0.1465
C -3.52 0.58 2.15 -0.6951
C -2.74 -0.38 3.02 -0.8057
S -0.94 -0.29 2.81 0.1279
H -1.51 1.95 3.45 0.4687
H -0.09 1.37 4.30 0.5716
H 1.38 1.81 2.40 0.3726
H 0.40 3.24 2.64 0.5716
H -1.59 3.94 0.18 0.6052
H -1.98 3.16 1.70 0.4438
H -2.73 2.24 -1.14 0.3702
H -3.83 2.70 0.15 0.5682
H -4.58 0.33 2.18 0.5757
H -3.41 1.61 2.47 0.4547
H -2.98 -1.42 2.81 0.4219
H -2.95 -0.21 4.08 0.5280
```

2S+1 = 3
Total charge = +4
HOMO energy (alpha / beta) = -0.715 / -0.730 hartree
LUMO energy (alpha / beta) = -13.386 / -13.930 eV
Expectation value of S² = 2.018